Entry from the Open Molecules 2025 dataset: a molecular structure, C22H41BrNP3SZr in a non-equilibrium geometry (wB97M-V/def2-TZVPD).

Geometry as XYZ:
```
70
Properties=species:S:1:pos:R:3:forces:R:3
Zr 0.64927 -0.58826 0.40371 -1.8 0.1 1.4
P -0.30107 1.65231 1.76773 -0.4 1.9 0.6
P -2.08672 -0.88443 0.19651 -1.9 0.2 -0.2
P 2.71132 1.06194 0.08878 1.4 1.9 -0.3
H 1.48229 -2.83580 -2.36238 0.6 0.6 -0.1
C 2.00882 -2.00314 -1.86739 -0.2 -1.6 -0.5
C 1.88313 -2.10074 -0.41178 1.3 -0.8 -1.3
H 1.37647 -3.06322 -0.18354 0.3 0.5 0.1
C -0.85965 3.07909 0.74334 0.2 -0.2 -0.5
C -1.75692 1.50782 2.87467 -0.1 -0.7 0.1
C 0.84317 2.47254 2.92997 0.4 -0.2 0.2
C -2.51447 -2.30159 -0.86858 0.6 -0.3 -0.4
C -3.18530 -1.26854 1.62094 0.5 0.0 0.7
C -3.02687 0.49123 -0.57145 0.4 0.2 -0.1
C 3.95950 0.70372 -1.17685 -0.2 -0.8 -0.6
C 3.76657 1.13861 1.57574 -0.5 -0.5 0.4
C 2.42768 2.83663 -0.29258 -0.5 0.1 -0.1
H 2.98478 -1.72159 -2.27963 -0.5 0.1 -0.1
H 2.85548 -2.01315 0.11826 -0.4 -0.2 -0.4
H -1.22875 3.86936 1.41918 0.1 -0.3 -0.3
H -1.65831 2.76442 0.05680 0.2 0.2 0.3
H -0.03762 3.46788 0.13036 -0.3 0.0 0.3
H -1.72298 2.32374 3.61372 0.0 -0.3 -0.3
H -1.71504 0.54734 3.40333 -0.2 0.3 0.1
H -2.69844 1.56901 2.31148 0.3 0.0 0.2
H 0.25143 3.13281 3.57916 0.3 -0.1 -0.2
H 1.61084 3.06263 2.41966 -0.3 -0.1 0.2
H 1.33755 1.71676 3.55139 -0.1 0.3 0.1
H -3.38266 -2.82854 -0.44509 0.3 0.2 -0.2
H -1.66559 -2.99541 -0.93335 -0.3 -0.1 -0.1
H -2.75123 -1.93792 -1.87637 0.1 -0.2 0.2
H -4.13490 -1.65393 1.21335 0.4 0.2 0.1
H -3.38918 -0.38065 2.23307 0.0 -0.4 -0.2
H -2.72685 -2.04388 2.25230 -0.3 0.2 -0.1
H -3.95354 0.07035 -0.98775 0.2 0.2 0.1
H -2.43760 0.95078 -1.37722 -0.3 -0.1 0.1
H -3.27710 1.25480 0.17714 0.0 -0.2 -0.3
H 4.81215 1.38640 -1.04393 -0.3 -0.2 0.0
H 3.51894 0.83217 -2.17524 0.2 0.1 0.2
H 4.31065 -0.32915 -1.08815 0.2 0.2 0.0
H 4.74994 1.51564 1.27385 -0.2 -0.1 0.1
H 3.86617 0.12958 1.99211 0.3 0.2 0.0
H 3.32382 1.79710 2.32840 0.2 -0.2 -0.1
H 3.35611 3.26104 -0.70815 -0.3 -0.2 0.2
H 2.14140 3.39649 0.60917 0.2 -0.2 -0.5
H 1.63042 2.93804 -1.04575 0.4 0.1 0.2
C -0.58126 -0.02976 -3.94079 -1.9 -0.1 0.7
C -0.83503 1.34821 -4.05907 0.7 -0.1 -0.9
C -1.56161 1.75984 -5.18294 -0.2 0.2 0.6
C -2.23858 0.80668 -5.95078 0.1 0.1 -0.1
C -2.32176 -0.52425 -5.51049 -0.1 -0.1 0.5
C -1.52308 -0.94723 -4.44372 0.4 0.0 -0.8
S 0.99661 -0.49003 -3.36310 0.9 0.4 0.7
H 1.44710 -1.06602 -4.52322 0.0 -0.2 0.8
H -0.36552 2.02740 -3.35071 0.3 0.2 -0.6
H -1.59376 2.82407 -5.44169 -0.1 -0.5 0.1
H -2.73409 1.12236 -6.87383 0.1 -0.2 0.4
H -2.99864 -1.22743 -5.99851 0.2 0.2 0.1
H -1.55787 -1.96491 -4.04824 0.2 0.1 -0.6
Br -1.88524 -4.57910 3.15423 1.0 0.5 0.1
C -0.42825 -3.33514 3.34043 -0.8 -1.1 -0.8
C 0.02538 -2.96623 4.59983 0.7 0.6 -0.2
C 1.03794 -1.99172 4.65618 0.0 -0.2 0.0
C 1.48750 -1.38828 3.48365 -0.5 0.6 0.0
N 0.93617 -1.67184 2.26444 0.5 -1.4 0.6
C 0.12823 -2.78793 2.18991 -0.4 1.2 0.7
H -0.37184 -3.45606 5.48570 0.0 0.2 0.0
H 1.44399 -1.66619 5.62004 0.0 -0.2 -0.4
H 2.26583 -0.61780 3.50768 -0.5 -0.2 0.0
H -0.11936 -3.15895 1.19609 -0.3 0.0 0.2
```
Positions in Å, forces in eV/Å.

Orbital gap ... 0.2055 hartree
Net charge ... +4

Atomic partial charges in e from the Mulliken method, atoms 1 to 5: atom 1 (Zr): -1.17, atom 2 (P): 1.02, atom 3 (P): 1.41, atom 4 (P): 1.22, atom 5 (H): 0.51